The following is a DFT calculation (ωB97M-V/def2-TZVPD) of 2 unconnected molecules or ions with the total composition C3H2ClNO2.

Geometry as XYZ:
```
9
C3H2ClNO2 | the OMol25 dataset | ωB97M-V/def2-TZVPD
C 1.2917 0.3821 0.6914
C 1.4214 -0.0633 -0.6737
C -1.2161 -0.1099 -0.1260
N 0.1734 0.0457 -0.0525
O 1.6156 0.7969 1.7498
O 1.9010 -0.3662 -1.7115
Cl -1.7591 -1.7245 0.3210
H -1.6204 0.1759 -1.0921
H -1.8073 0.8634 0.8935
```

As for the spin multiplicity: 3. The calculation puts the HOMO-LUMO gap (alpha / beta) at 6.75 / 6.70 eV. Its expectation value of S² is 2.014. Its total energy is -780.67279 Ha.

---

The following is a DFT calculation (ωB97M-V/def2-TZVPD) of a molecular structure, C3H2CoLiO3.

Geometry as XYZ:
```
10
C3H2CoLiO3 | the OMol25 dataset | ωB97M-V/def2-TZVPD
C 0.9127 1.2926 0.9271
O 2.0817 1.7542 1.2220
H 1.3788 -0.7605 0.3249
Li 2.4340 3.4582 1.3776
C 0.6854 0.0800 0.3133
O -0.2825 0.0791 -0.7129
C -0.5672 -1.0212 -1.3926
O 0.1072 -2.0656 -1.1700
Co -1.1652 -2.4618 -2.5529
H 0.2288 0.8377 1.8203
```

As for the spin multiplicity: 5. The calculation puts the HOMO-LUMO gap (alpha / beta) at 4.05 / 6.31 eV. Its expectation value of S² is 6.042. Its total energy is -1731.26212 Ha.

---

The following is a DFT calculation (ωB97M-V/def2-TZVPD) of C3H2F2 in the gas phase.

Geometry as XYZ:
```
7
C3H2F2 | the OMol25 dataset | ωB97M-V/def2-TZVPD
C -0.0155 -0.7069 0.3885
C 1.0004 -1.0007 -0.4560
C 0.0503 0.0258 -0.9286
F 1.9427 -1.8847 -0.6617
F -0.8078 -0.2639 -1.9124
H -0.5973 -0.9050 1.1476
H 0.3889 1.1119 -1.2133
```

The calculation puts the HOMO-LUMO gap at 11.33 eV. The SMILES is FC1=C[C@@H]1F. Its total energy is -315.11708 Ha.

---

The following is a DFT calculation (ωB97M-V/def2-TZVPD) of C3H2F2O in the gas phase.

Geometry as XYZ:
```
8
C3H2F2O | the OMol25 dataset | ωB97M-V/def2-TZVPD
C -0.3482 0.2749 1.1709
C -0.1345 1.0997 -0.7913
C 0.3320 -0.7872 0.2679
O 0.6931 0.0990 -0.7935
F -1.6532 -0.1904 1.3375
F 0.2489 2.0666 -1.6113
H 1.2035 -1.1131 0.7454
H -0.3415 -1.4494 -0.3257
```

The calculation puts the HOMO-LUMO gap at 8.89 eV. Its total energy is -390.27550 Ha.

---

The following is a DFT calculation (ωB97M-V/def2-TZVPD) of 2 unconnected molecules or ions with the total composition C3H2F2O2.

Geometry as XYZ:
```
9
C3H2F2O2 | the OMol25 dataset | ωB97M-V/def2-TZVPD
C -1.5315 0.3670 1.8887
C 0.9278 -0.3410 -1.5906
C 0.8142 -0.0665 -0.2833
O -0.5552 0.5760 2.3932
O -2.5229 0.2108 1.3213
F 1.2436 -1.5167 -2.1054
F 0.1964 1.1862 -0.0054
H 0.2577 0.2402 -2.1404
H 1.1699 -0.6560 0.5219
```

The calculation puts the HOMO-LUMO gap at 10.88 eV. The SMILES is F/C=C/F.O=C=O. Its total energy is -465.69368 Ha.

---

The following is a DFT calculation (ωB97M-V/def2-TZVPD) of 2 unconnected molecules or ions with the total composition C3H2F3O2.

Geometry as XYZ:
```
10
C3H2F3O2 | the OMol25 dataset | ωB97M-V/def2-TZVPD
C 0.1352 -0.1061 -1.0107
C -3.9976 -1.2586 0.5876
C -3.8111 0.2799 0.3173
O -4.5374 -2.2407 0.3730
O -0.8661 -0.1373 -0.4075
F -5.0477 0.7671 0.5644
F -2.9202 0.7535 1.1160
F -3.4601 0.4384 -0.9258
H 1.1364 -0.7620 -0.7847
H 0.2377 0.4592 -1.9751
```

The calculation puts the HOMO-LUMO gap at 5.54 eV. Its total charge is +1. Its total energy is -565.17935 Ha.